{"formula": "C9H16NO", "method": "ωB97M-V with the def2-TZVPD basis set", "elements": ["C", "C", "N", "H", "H", "H", "H", "H", "H", "H", "H", "C", "C", "C", "C", "C", "C", "C", "O", "H", "H", "H", "H", "H", "H", "H", "H"], "xyz": [[-0.490, -1.486, -2.072], [0.584, -1.647, -0.987], [-1.133, -0.155, -2.221], [-0.124, -1.840, -3.034], [-1.203, -2.278, -1.845], [0.137, -2.125, -0.117], [1.048, -0.757, -0.566], [-1.284, 0.071, -3.202], [-2.088, -0.001, -1.870], [-0.593, 0.553, -1.685], [1.340, -2.311, -1.399], [2.364, 0.100, 2.223], [-1.271, 1.097, 0.326], [-0.136, 1.793, -0.025], [-1.302, 0.147, 1.341], [1.075, 1.531, 0.635], [-0.146, 0.013, 2.089], [1.045, 0.636, 1.699], [-2.458, 1.394, -0.374], [-0.191, 2.593, -0.757], [-2.955, 2.007, 0.157], [-2.232, -0.354, 1.570], [1.957, 2.053, 0.293], [0.023, -0.699, 2.889], [2.238, -0.120, 3.268], [3.270, 0.633, 1.952], [2.526, -0.847, 1.714]], "forces_ev_per_a": [[0.1, -1.8, 0.2], [-0.3, -0.1, 0.3], [-0.6, 0.4, -0.2], [0.2, 0.7, -0.2], [-0.7, 0.5, 0.0], [0.1, -0.1, -0.1], [0.1, 0.3, -0.6], [0.7, 0.3, -0.2], [0.1, -0.6, 0.7], [0.0, -0.1, -0.7], [0.2, 0.1, 0.2], [-0.7, -0.4, -0.4], [-0.9, 0.4, 0.1], [0.7, 0.3, 0.3], [0.3, 0.7, 0.4], [-1.4, 0.1, -0.1], [0.9, -0.5, -0.4], [1.4, 0.1, -0.9], [0.7, -0.6, -0.2], [-0.1, -0.1, -0.1], [-0.6, 0.4, 0.2], [0.0, -0.1, 0.1], [0.2, -0.2, 0.2], [-0.8, -0.1, 0.1], [0.6, 0.0, 0.5], [-0.2, 0.7, 0.4], [-0.1, -0.4, 0.1]], "lowdin_charge": [-0.177, -0.053, 0.183, 0.125, 0.128, 0.082, 0.060, 0.174, 0.150, 0.117, 0.090, -0.030, -0.357, -0.053, 0.005, -0.027, -0.020, -0.271, -0.003, 0.133, 0.115, 0.129, 0.124, 0.127, 0.081, 0.087, 0.081], "homo_lumo_gap_ha": 0.35574, "molar_mass_g_mol": 154.2, "spin_multiplicity": 1, "charge": 1, "homo_ev": -12.64}